Entry 1
8
Properties=species:S:1:pos:R:3:mulliken_charge:R:1 method="wB97M-V/def2-TZVPD" gap_ev="7.07 / 6.77" homo_energy_ev="-12.5624 / -12.3677" charge=0
C 0.77 -2.49 0.53 0.101
C 0.81 -1.33 0.25 -0.272
C -0.44 1.39 -0.35 0.835
O 0.75 1.06 -0.53 -0.356
F -0.59 2.73 -0.71 -0.236
F -0.90 1.36 0.95 -0.241
F -1.35 0.75 -1.06 -0.222
H 0.96 -3.46 0.92 0.391

***

Entry 2
8
Properties=species:S:1:pos:R:3:mulliken_charge:R:1 method="wB97M-V/def2-TZVPD" gap_ev=10.78 homo_energy_ev=-9.7692 charge=0
C 0.46 -1.96 0.48 0.163
C -0.19 0.86 0.36 -0.150
C -0.37 0.39 -0.87 0.466
O 1.03 -2.09 1.48 -0.162
F 1.04 1.15 0.71 -0.227
F 0.55 0.14 -1.74 -0.188
F -1.60 0.08 -1.28 -0.225
H -0.91 1.43 0.85 0.324

***

Least stable: entry 1

***

Entry 1
6
Properties=species:S:1:pos:R:3:mulliken_charge:R:1 method="wB97M-V/def2-TZVPD" gap_ev=9.57 homo_energy_ev=-9.6957 charge=0
C 1.46 -0.17 -0.09 0.619
N 0.38 -0.23 -0.93 -0.403
N 0.51 -1.08 0.24 -0.287
O 2.50 0.31 0.18 -0.443
H -0.30 1.02 -0.91 0.263
H -0.08 -1.07 1.06 0.251

***

Entry 2
6
Properties=species:S:1:pos:R:3:mulliken_charge:R:1 method="wB97M-V/def2-TZVPD" gap_ev=9.73 homo_energy_ev=-10.2880 charge=0
C -0.77 -0.02 0.03 -0.102
N 0.23 1.12 0.01 -0.212
N 0.64 0.01 0.09 0.238
O 2.26 -0.63 -0.01 -0.418
H -1.29 -0.29 0.86 0.285
H -1.07 -0.20 -0.98 0.209

***

Least stable: entry 2

***

Entry 1
9
Properties=species:S:1:pos:R:3:mulliken_charge:R:1 method="wB97M-V/def2-TZVPD" gap_ev=10.60 homo_energy_ev=-9.6754 charge=0
C 0.19 -0.94 1.03 -0.014
N 0.04 1.06 -1.39 -0.464
O -0.43 0.30 1.17 -0.478
O -0.45 -1.31 -0.20 -0.360
P -1.11 0.18 -0.51 0.363
H 1.28 -0.85 0.77 0.147
H -0.02 -1.48 1.86 0.291
H 1.01 1.24 -1.03 0.266
H -0.50 1.81 -1.71 0.248

***

Entry 2
9
Properties=species:S:1:pos:R:3:mulliken_charge:R:1 method="wB97M-V/def2-TZVPD" gap_ev="8.59 / 7.17" homo_energy_ev="-10.2813 / -9.4062" charge=0
C 0.43 -0.97 0.33 -0.678
N -0.89 -0.72 0.09 0.801
O -1.42 0.13 0.86 -0.495
O -1.44 -1.43 -0.76 -0.555
P 0.63 1.58 -1.17 0.015
H 0.89 -0.47 1.20 0.418
H 0.70 -1.78 -0.33 0.345
H 1.50 1.74 0.04 0.057
H -0.40 1.91 -0.27 0.091

***

Least stable: entry 2

***

Entry 1
8
Properties=species:S:1:pos:R:3:mulliken_charge:R:1 method="wB97M-V/def2-TZVPD" gap_ev="6.94 / 6.94" homo_energy_ev="-10.2904 / -10.2893" charge=0
C -0.30 0.26 -0.84 0.339
C 0.97 -0.08 -0.26 0.283
O -1.07 -0.50 -1.35 -0.398
O -0.64 -0.59 1.68 -0.587
F 1.80 0.71 0.34 -0.098
Cl -0.54 2.07 -0.63 -0.163
H 1.23 -1.24 -0.12 0.325
H -1.45 -0.63 1.19 0.300

***

Entry 2
8
Properties=species:S:1:pos:R:3:mulliken_charge:R:1 method="wB97M-V/def2-TZVPD" gap_ev=11.67 smiles="O=C(O)[C@@H](F)Cl" homo_energy_ev=-11.1609 charge=0
O 0.24 -1.69 -0.02 -0.455
C -0.28 -0.60 0.03 0.442
O -1.57 -0.23 0.23 -0.417
C 0.59 0.67 -0.01 0.210
F 1.77 0.07 0.30 -0.226
Cl 0.85 1.49 -1.54 -0.143
H -2.05 -1.09 0.20 0.359
H 0.45 1.39 0.81 0.230

***

Least stable: entry 1

***

Entry 1
18
Properties=species:S:1:pos:R:3:mulliken_spin:R:1 method="wB97M-V/def2-TZVPD" gap_ev="5.32 / 4.34" spin_multiplicity=3 homo_energy_ev="-8.9191 / -12.9176" charge=+1
C -0.56 1.43 -0.34 0.353
C -0.41 0.25 0.29 0.222
C -1.47 2.40 0.22 0.004
C -0.26 -2.18 -0.36 -0.010
C 1.94 -0.88 0.47 0.487
N 0.33 -0.83 -0.31 0.174
I 3.21 0.41 -0.53 0.747
H -0.27 1.51 -1.43 0.009
H -0.73 0.06 1.37 0.005
H -2.41 2.01 0.21 0.034
H -1.61 3.40 -0.39 0.000
H -1.05 2.73 1.24 0.030
H -1.17 -1.93 -0.88 0.019
H 0.41 -2.77 -1.02 0.004
H -0.30 -2.60 0.68 -0.001
H 1.69 -0.65 1.47 -0.036
H 2.08 -1.95 0.60 -0.037
H 0.58 -0.40 -1.29 -0.006

***

Entry 2
18
Properties=species:S:1:pos:R:3:mulliken_spin:R:1 method="wB97M-V/def2-TZVPD" gap_ev="7.07 / 5.96" spin_multiplicity=3 homo_energy_ev="-10.0037 / -13.6134" charge=+1
C 0.09 -1.17 2.51 0.138
C -0.01 -0.09 1.71 -0.037
C 0.04 -0.82 -1.23 -0.001
C -0.48 1.69 -0.76 0.019
C 1.01 0.30 0.65 0.396
N 0.47 0.51 -0.76 0.013
I 2.37 1.94 1.24 1.478
H -0.52 -1.66 3.25 0.005
H 0.94 -1.93 2.43 0.008
H -0.98 0.37 1.85 0.003
H -1.02 -1.01 -0.94 0.004
H -0.12 -0.75 -2.30 -0.004
H 0.60 -1.67 -0.93 0.000
H 0.18 2.53 -0.78 -0.006
H -1.07 1.59 -1.67 -0.003
H -1.21 1.85 0.07 -0.003
H 1.63 -0.48 0.52 -0.012
H 1.40 0.80 -1.20 0.001

***

Least stable: entry 1

***

Entry 1
19
Properties=species:S:1:pos:R:3:mulliken_spin:R:1 method="wB97M-V/def2-TZVPD" gap_ev="2.63 / 9.40" spin_multiplicity=2 homo_energy_ev="0.9682 / -5.7533" charge=-1
C 0.26 2.03 -0.72 1.128
N 0.68 1.44 0.53 -0.673
C 1.31 0.26 0.71 0.528
N 1.60 -0.24 1.85 0.015
H 0.83 1.53 -1.52 0.000
H 0.52 3.09 -0.77 -0.263
H -0.80 1.94 -0.93 -0.093
H 0.69 2.05 1.34 -0.089
H 1.53 -0.34 -0.18 0.078
H 2.19 -1.05 1.68 -0.063
H -2.33 -0.99 -1.86 0.053
H -1.89 -0.70 -0.42 -0.004
O -1.54 -0.78 -1.33 0.181
H 0.57 -3.12 -2.23 -0.030
H 0.05 -1.99 -1.33 0.037
O 0.68 -2.72 -1.38 0.171
H -1.05 0.41 1.21 -0.011
H -2.34 1.05 1.76 0.013
O -2.01 0.48 1.03 0.021

***

Entry 2
19
Properties=species:S:1:pos:R:3:mulliken_spin:R:1 method="wB97M-V/def2-TZVPD" gap_ev="2.19 / 8.90" spin_multiplicity=2 homo_energy_ev="1.2583 / -5.5602" charge=-1
C 1.41 2.82 -0.56 2.274
N 0.86 1.61 0.08 -1.521
C 1.45 1.03 1.13 1.925
N 0.96 0.08 1.83 -0.440
H 1.13 2.92 -1.61 -0.593
H 2.49 2.71 -0.70 -0.383
H 1.19 3.64 0.12 -0.401
H -0.07 1.42 -0.25 0.071
H 2.36 1.54 1.44 0.077
H 1.62 -0.43 2.40 -0.195
H -2.23 -4.33 0.02 -0.040
H -2.08 -2.78 -0.18 -0.028
O -2.58 -3.56 -0.43 0.095
H -1.73 -0.30 -2.96 -0.154
H -0.95 -1.15 -1.98 0.026
O -0.90 -0.34 -2.50 0.237
H -0.28 -1.33 1.15 -0.020
H -1.47 -1.90 1.94 -0.033
O -1.19 -1.67 1.05 0.103

***

Least stable: entry 2

***

Entry 1
17
Properties=species:S:1:pos:R:3:mulliken_charge:R:1 method="wB97M-V/def2-TZVPD" gap_ev="6.59 / 8.84" homo_energy_ev="-8.1057 / -8.7172" charge=0
C -1.66 -1.49 -0.12 -0.872
C -1.91 -0.14 -0.61 -0.263
C -0.17 0.69 1.09 -0.463
N 1.73 -0.80 0.61 -0.303
N 0.66 -0.50 1.23 -0.251
N 2.41 -0.18 -0.22 0.974
N -0.83 0.78 -0.22 -0.270
O 2.06 1.18 -0.80 -0.439
O 3.58 -0.43 -0.44 -0.600
H -1.88 -1.81 0.90 0.329
H -1.19 -2.29 -0.61 0.367
H -1.96 -0.03 -1.70 0.338
H -2.87 0.16 -0.03 0.180
H -0.89 0.63 1.85 0.326
H 0.33 1.74 1.17 0.322
H -0.31 1.14 -1.02 0.293
H 2.91 1.33 -1.10 0.331

***

Entry 2
17
Properties=species:S:1:pos:R:3:mulliken_charge:R:1 method="wB97M-V/def2-TZVPD" gap_ev="5.19 / 9.58" homo_energy_ev="-6.2979 / -8.7335" charge=0
C 0.55 -1.43 0.28 -0.578
C 1.76 -0.54 -0.27 -0.601
C 1.15 1.75 0.14 -0.592
N -1.64 -0.78 0.42 -0.356
N -0.60 -0.89 -0.37 -0.065
N -2.57 -0.02 0.05 0.778
N 1.77 0.66 0.48 -0.215
O -2.61 0.55 -1.25 -0.378
O -3.55 0.07 0.80 -0.616
H 0.68 -2.45 -0.08 0.319
H 0.41 -1.30 1.32 0.530
H 2.78 -0.97 -0.08 0.283
H 1.55 -0.29 -1.34 0.365
H 0.81 1.92 -0.88 0.267
H 1.40 2.67 0.68 0.308
H 1.64 0.34 1.40 0.191
H -3.53 0.72 -1.30 0.361

***

Least stable: entry 1